Record 1
# H3NO2Si

A cluster of 2 separate species, H3NO2Si in total at a distorted geometry (the ωB97M-V functional and the def2-TZVPD basis, OMol25).

Last column: Mulliken charge in e.
Geometry (Å):
N1 0.85 0.32 0.50  0.8142
O1 0.81 0.75 1.64  -0.5254
O2 1.87 0.01 -0.08  -0.5135
Si1 -0.71 0.08 -0.39  0.2808
H1 -0.63 -2.25 -0.34  -0.0346
H2 -1.77 0.63 0.43  -0.0145
H3 -0.43 0.45 -1.76  -0.0072

Molar mass ... 77.11 g/mol
Lowest unoccupied orbital energy ... -0.0439 Eh
Relative energy (zero: lowest compared OMol25 entry of this formula, charge and spin) ... 261.4 kJ/mol
Frontier orbital gap ... 9.15 eV
2S+1 ... 1



Record 2
# C20H18N5OSSn

A structure of composition C20H18N5OSSn at a distorted geometry (the ωB97M-V functional and the def2-TZVPD basis, OMol25).

Last column: Mulliken charge in e.
Geometry (Å):
Sn1 1.37 -2.02 -0.89  1.2574
C1 3.63 2.67 0.06  -1.5214
C2 3.06 1.40 -0.49  0.7065
N1 1.97 0.90 -0.07  0.4166
N2 0.99 1.14 0.67  -0.8356
C3 0.39 0.14 1.35  0.6564
O1 0.63 -1.07 1.04  -0.7581
C4 -0.57 0.51 2.37  0.7486
C5 -0.92 1.86 2.57  -0.2741
C6 -1.79 2.20 3.58  -0.7796
C7 -2.31 1.22 4.42  -0.3619
C8 -2.00 -0.12 4.21  -0.7898
C9 -1.14 -0.48 3.20  -0.3165
C10 3.85 0.60 -1.44  0.3194
C11 4.96 1.12 -2.11  -0.6063
C12 5.79 0.26 -2.81  -0.3361
C13 5.48 -1.09 -2.85  -0.8709
C14 4.31 -1.52 -2.23  0.2421
N3 3.51 -0.70 -1.54  -0.1986
H1 3.30 2.86 1.07  0.4312
H2 4.72 2.65 0.03  0.4465
H3 3.28 3.50 -0.56  0.3731
H4 -0.51 2.61 1.91  0.4772
H5 -2.07 3.23 3.74  0.4425
H6 -2.96 1.50 5.24  0.4453
H7 -2.39 -0.87 4.88  0.4614
H8 -0.83 -1.51 3.06  0.4298
H9 5.17 2.17 -2.10  0.4191
H10 6.67 0.64 -3.31  0.4780
H11 6.12 -1.80 -3.35  0.4106
H12 4.02 -2.58 -2.26  0.3440
N4 -6.21 -1.67 -0.61  -0.2432
C15 -5.39 -0.92 -1.34  0.5623
S1 -6.01 0.27 -2.35  0.1032
C16 -3.93 -1.13 -1.27  1.4337
C17 -3.07 -0.35 -2.06  -0.6083
C18 -1.71 -0.58 -2.01  -0.7039
N5 -1.15 -1.51 -1.24  -0.1443
C19 -1.96 -2.24 -0.46  -0.4230
C20 -3.34 -2.09 -0.44  -0.7768
H13 -7.21 -1.54 -0.69  0.2376
H14 -5.89 -2.39 0.01  0.1844
H15 -3.47 0.41 -2.71  0.3650
H16 -1.03 0.01 -2.62  0.4172
H17 -1.47 -2.97 0.18  0.4038
H18 -3.91 -2.73 0.22  0.3356

Molar mass ... 495.18 g/mol
Total charge ... +3
Lowest unoccupied orbital energy (alpha / beta) ... -0.3865 / -0.4482 Eh
Frontier orbital gap (alpha / beta) ... 6.42 / 4.54 eV
2S+1 ... 1



Record 3
# C2H7N2P

The molecule C2H7N2P at a distorted geometry (the ωB97M-V functional and the def2-TZVPD basis, OMol25).

Last column: Mulliken charge in e.
Geometry (Å):
H1 3.65 -0.91 0.38  0.2478
N1 2.79 -0.45 0.59  -0.4553
P1 1.94 0.15 -0.54  0.2282
N2 0.56 0.63 0.56  -0.4410
C1 -0.74 0.75 -0.18  -0.5024
C2 -1.61 -0.57 -0.32  -0.8622
H2 0.41 -0.01 1.31  0.3162
H3 -0.40 1.34 -1.13  0.3888
H4 -1.45 1.47 0.50  0.2242
H5 -2.00 -0.90 0.72  0.3003
H6 -2.23 -0.22 -1.07  0.3247
H7 -0.92 -1.27 -0.80  0.2305

Molar mass ... 90.07 g/mol
Lowest unoccupied orbital energy ... 0.0072 Eh
Relative energy (zero: lowest compared OMol25 entry of this formula, charge and spin) ... 104.6 kJ/mol
SMILES string ... [H]/N=P/NCC
Frontier orbital gap ... 9.10 eV
2S+1 ... 1



Record 4
# C23H17Cl3N3O5PtSe

A structure of composition C23H17Cl3N3O5PtSe (the ωB97M-V functional and the def2-TZVPD basis, OMol25).

Last column: Mulliken charge in e.
Geometry (Å):
Pt1 -0.48 0.37 -1.10  0.6599
N1 1.29 0.74 -1.83  -0.0220
C1 1.71 -1.13 0.94  -0.6286
C2 2.58 -1.54 1.91  -0.8946
C3 2.78 -2.91 2.18  -0.7069
C4 2.09 -3.86 1.48  -0.8635
C5 1.17 -3.47 0.47  1.1543
C6 0.41 -4.40 -0.26  -0.6707
C7 -0.49 -3.97 -1.18  -0.7742
C8 -0.64 -2.58 -1.38  -0.0478
N2 0.07 -1.69 -0.74  -0.2869
C9 0.98 -2.10 0.20  0.5226
H1 4.86 1.17 -1.14  0.2199
H2 1.54 -0.08 0.74  0.7303
H3 3.11 -0.80 2.49  0.5713
H4 3.47 -3.21 2.96  0.3808
H5 2.22 -4.91 1.68  0.3647
H6 0.53 -5.46 -0.05  0.3809
H7 -1.12 -4.65 -1.73  0.3985
H8 -1.38 -2.20 -2.07  0.3816
Se1 -3.10 2.28 -2.21  -0.1040
C10 -3.84 2.41 -0.45  0.1296
C11 -3.38 3.35 0.46  -0.2389
C12 -3.94 3.39 1.73  -0.3070
N3 -4.92 2.58 2.14  -0.6697
C13 -5.35 1.69 1.25  -0.2936
C14 -4.85 1.55 -0.03  -0.2730
H9 -2.59 4.05 0.20  0.4354
H10 -3.59 4.11 2.46  0.3598
H11 -6.14 1.02 1.59  0.3588
H12 -5.21 0.77 -0.69  0.3135
Cl1 6.63 0.92 3.06  -0.0260
C15 6.95 2.10 1.86  0.0556
Cl2 4.33 1.09 0.02  -0.2019
Cl3 8.11 1.48 0.77  -0.0414
C16 -1.05 2.22 -1.46  0.2541
O1 -0.54 3.28 -1.39  -0.4674
O2 1.37 1.08 -2.98  -0.4332
O3 -1.83 -3.13 2.67  -0.7714
C17 -1.33 -1.89 2.86  0.1023
C18 -0.54 -1.65 3.98  -0.5934
C19 -0.03 -0.39 4.20  -0.4041
C20 -0.31 0.66 3.33  -1.1141
C21 -1.09 0.41 2.21  0.1823
C22 -1.59 -0.86 1.95  0.2878
C23 -2.39 -1.15 0.70  0.7964
O4 -3.03 -2.22 0.67  -0.8626
O5 -2.36 -0.31 -0.25  -0.5907
H13 -2.43 -3.04 1.88  0.4278
H14 -0.33 -2.47 4.65  0.4564
H15 0.58 -0.21 5.08  0.3826
H16 0.08 1.65 3.52  0.4262
H17 -1.31 1.20 1.50  0.5539

Molar mass ... 795.80 g/mol
Total charge ... -1
Lowest unoccupied orbital energy ... 0.0185 Eh
Relative energy (zero: lowest compared OMol25 entry of this formula, charge and spin) ... 588.2 kJ/mol
Frontier orbital gap ... 4.69 eV
2S+1 ... 1